Here is 7 unconnected molecules or ions with the total composition C39H45O7PS from the Open Molecules 2025 dataset. Energies are from ωB97M-V/def2-TZVPD.

```
93
C39H45O7PS | the Open Molecules 2025 dataset | ωB97M-V/def2-TZVPD
O -0.98351 -5.62840 -0.31967
P 0.30842 -5.00807 -1.05892
O 1.31151 -6.34154 -1.55355
O -0.35160 -4.20857 -2.49960
O 1.07538 -3.85111 -0.00883
C 2.50469 -3.67579 -0.30978
C 2.82229 -2.83306 -1.68676
C 2.25300 -1.29603 -1.69979
S 1.94800 -0.63103 -3.45824
O 3.25159 0.06352 -3.94343
O 0.77248 0.42031 -3.43467
O 1.48612 -1.83742 -4.57135
H 1.97453 -6.06694 -2.26907
H 0.09236 -4.71318 -3.25263
H 3.04187 -4.73241 -0.44610
H 3.03521 -3.16963 0.63047
H 3.99535 -2.79885 -1.87492
H 2.31859 -3.39563 -2.59834
H 1.25184 -1.13035 -1.11333
H 3.03653 -0.53047 -1.22530
H 2.17487 -2.56933 -4.64434
C 4.06736 5.95456 -3.52230
C 3.82635 5.07895 -2.46401
C 3.61053 3.72408 -2.71417
C 3.64558 3.24273 -4.02321
C 3.89034 4.11778 -5.08116
C 4.09693 5.47427 -4.83175
H 4.23213 7.01099 -3.32724
H 3.80588 5.45294 -1.44342
H 3.41611 3.04324 -1.88993
H 3.48228 2.18607 -4.21793
H 3.91924 3.74221 -6.10109
H 4.28210 6.15662 -5.65668
C -0.87531 7.84214 -0.17782
C -0.08900 8.90011 0.27734
C 1.15355 9.14760 -0.30544
C 1.60583 8.34229 -1.35112
C 0.81779 7.28662 -1.80876
C -0.42070 7.03342 -1.21971
H -1.84214 7.64747 0.27890
H -0.44452 9.53181 1.08755
H 1.76894 9.96788 0.05393
H 2.57197 8.53802 -1.80868
H 1.16969 6.66015 -2.62475
H -1.03192 6.20752 -1.57281
C 2.18012 5.92735 3.53253
C 2.12701 5.51279 4.86298
C 1.13389 6.00590 5.70878
C 0.18698 6.90693 5.22091
C 0.23789 7.31857 3.88943
C 1.23664 6.83257 3.04608
H 2.95631 5.54544 2.87456
H 2.86077 4.80540 5.24124
H 1.09682 5.68786 6.74713
H -0.58998 7.28756 5.87861
H -0.50110 8.01950 3.50898
H 1.27930 7.15773 2.01029
C -0.60632 3.26553 0.38133
C -0.84733 2.38991 1.43962
C -1.06315 1.03505 1.18946
C -1.02810 0.55370 -0.11957
C -0.78334 1.42875 -1.17753
C -0.57675 2.78523 -0.92812
H -0.44155 4.32196 0.57640
H -0.86780 2.76390 2.46021
H -1.25758 0.35421 2.01370
H -1.19140 -0.50296 -0.31430
H -0.75445 1.05317 -2.19746
H -0.39158 3.46758 -1.75305
C -4.24879 -5.82008 0.48551
C -4.85652 -6.10046 1.70896
C -6.20718 -6.44456 1.75498
C -6.94837 -6.51796 0.57526
C -6.33964 -6.24123 -0.64857
C -4.99124 -5.88806 -0.69363
H -3.19697 -5.54862 0.45039
H -4.27718 -6.04994 2.62750
H -6.68207 -6.65641 2.70908
H -7.99975 -6.79087 0.61044
H -6.91700 -6.30007 -1.56799
H -4.51871 -5.66716 -1.64668
C -3.44125 -9.64879 2.58562
C -2.65534 -8.65482 2.00326
C -1.31474 -8.52371 2.36439
C -0.75699 -9.39384 3.30157
C -1.54201 -10.39021 3.88112
C -2.88506 -10.51537 3.52685
H -4.48689 -9.74848 2.30645
H -3.08824 -7.98123 1.26791
H -0.70438 -7.74486 1.91542
H 0.28899 -9.29494 3.57950
H -1.10677 -11.06925 4.61024
H -3.49774 -11.28819 3.98264
```

Summary:
* SMILES: O=P(O)(O)OCCCS(=O)(=O)O.c1ccccc1.c1ccccc1.c1ccccc1.c1ccccc1.c1ccccc1.c1ccccc1
* E_HOMO: -8.86 eV
* ΔE to the lowest compared entry with this formula, charge and spin: 117.1 kcal per mole
* lowest unoccupied orbital energy: -1.258 eV

Just the Mulliken charges please, in e? Sure, here they are:
1. O -0.49
2. P 0.63
3. O -0.49
4. O -0.44
5. O -0.26
6. C -0.51
7. C -0.22
8. C -0.34
9. S 1.13
10. O -0.64
11. O -0.62
12. O -0.49
13. H 0.35
14. H 0.32
15. H 0.32
16. H 0.32
17. H 0.34
18. H 0.07
19. H 0.11
20. H 0.40
21. H 0.38
22. C -0.50
23. C -0.44
24. C -0.34
25. C -0.07
26. C -0.59
27. C -0.34
28. H 0.34
29. H 0.44
30. H 0.39
31. H 0.39
32. H 0.37
33. H 0.38
34. C -0.41
35. C -0.49
36. C -0.48
37. C -0.38
38. C -0.25
39. C -0.42
40. H 0.37
41. H 0.41
42. H 0.38
43. H 0.32
44. H 0.44
45. H 0.50
46. C -0.65
47. C -0.33
48. C -0.46
49. C -0.42
50. C -0.31
51. C 0.11
52. H 0.38
53. H 0.37
54. H 0.36
55. H 0.36
56. H 0.33
57. H 0.27
58. C -0.40
59. C -0.46
60. C -0.55
61. C -0.44
62. C -0.58
63. C -0.26
64. H 0.50
65. H 0.41
66. H 0.38
67. H 0.61
68. H 0.44
69. H 0.39
70. C -0.47
71. C -0.39
72. C -0.39
73. C -0.45
74. C -0.32
75. C -0.39
76. H 0.55
77. H 0.42
78. H 0.38
79. H 0.37
80. H 0.36
81. H 0.39
82. C -0.45
83. C -0.40
84. C -0.38
85. C -0.40
86. C -0.36
87. C -0.40
88. H 0.39
89. H 0.49
90. H 0.44
91. H 0.36
92. H 0.35
93. H 0.35